Molecular formula: C45H59F6InN3OP2SSi
Method: DFT, ωB97M-V/def2-TZVPD

```
119
Properties=species:S:1:pos:R:3:forces:R:3
In 8.91396 -2.30925 21.64017 -1.3021 1.4996 -1.1209
C 7.74421 -0.87775 24.79734 -0.4001 -0.4105 -0.3024
Si 8.95838 -0.41060 23.48285 0.7486 -0.4625 -1.1116
C 10.66830 -0.66540 24.28387 0.0227 0.3481 -1.4439
C 10.76343 -0.77524 25.65381 0.3365 -0.0861 0.9963
C 11.86531 -1.42601 26.21917 0.1989 -0.0095 -0.1522
C 12.77675 -2.05364 25.38067 1.0132 -0.0818 0.1565
C 12.79166 -1.79534 24.00866 0.2598 -0.9576 -0.1136
C 11.76363 -1.06904 23.44725 -0.5493 0.5582 -0.1729
P 11.66900 -0.71733 21.61444 0.6211 -0.2802 -0.0835
C 12.75240 -2.09778 20.89397 0.3006 0.4048 -0.2425
C 14.27363 -1.82777 20.77732 -0.8643 0.0800 0.0558
C 14.99032 -3.08047 20.32002 0.2606 -0.9840 0.8830
C 14.39061 -3.73830 19.05928 0.0549 0.0855 -0.4210
C 13.19160 -2.94115 18.47098 0.6715 0.1013 -0.4188
C 12.15494 -2.55198 19.53303 -0.7142 -0.1012 -0.3788
C 12.69595 0.89704 21.38396 -1.2113 -0.2469 0.7019
C 12.87276 1.19946 19.85851 0.3019 -0.3811 0.1626
C 14.16202 1.94364 19.42911 0.5086 -0.6241 0.0038
C 14.97421 2.55187 20.58834 0.5337 -0.7579 -0.4063
C 15.20548 1.49767 21.68409 0.1391 -0.0888 0.3332
C 13.90948 0.96257 22.34748 0.3305 0.1481 0.0658
C 8.53841 1.40917 23.14076 -0.0820 0.2600 -1.1889
C 8.72195 2.17555 24.30276 -1.4383 0.9544 -0.7979
C 7.98466 3.36904 24.47306 0.9621 0.0473 0.1407
C 7.17973 3.84440 23.43534 0.0122 -0.2544 0.8879
C 7.06502 3.13199 22.26236 1.1816 -0.3431 0.4003
C 7.80885 1.96613 22.02774 -1.1872 0.2030 1.2897
P 7.89493 1.39281 20.27576 0.7232 -0.3573 -1.0903
C 6.19281 1.13141 19.33140 2.5166 0.3409 -0.7057
C 6.67546 0.46993 17.94476 0.3034 0.5780 0.5270
C 5.55357 -0.22911 17.16621 0.1868 -0.2852 0.3851
C 5.10126 -1.44755 17.97906 -0.9604 -0.0184 -0.1180
C 4.92031 -1.13127 19.48281 0.2444 -0.2291 -0.0526
C 4.89000 0.31226 21.50928 1.8663 -0.5015 0.2236
C 8.38548 3.02684 19.44977 0.5993 -0.8616 -0.4962
C 7.32290 3.98334 18.94011 -0.1579 1.2059 0.3264
C 7.71709 5.46758 19.00758 0.7186 0.1462 0.1981
C 9.20720 5.68799 18.63527 -0.6693 0.1260 0.2877
C 10.15612 4.83345 19.50303 1.2207 -0.4021 -0.3730
C 9.47479 3.68985 20.28084 -0.0799 1.3778 0.1183
H 7.75450 -0.24137 25.65841 0.1740 0.3232 0.7228
H 7.84912 -1.93323 25.07435 -0.1365 0.1855 0.0909
H 6.76507 -0.73598 24.34765 -0.3114 -0.2103 -0.0826
H 9.97748 -0.39199 26.33383 0.4544 -0.2568 -0.6094
H 12.03755 -1.40768 27.29009 -0.2612 -0.3683 -0.0025
H 13.56947 -2.71647 25.75884 -0.3747 0.5105 0.1468
H 13.57041 -2.27850 23.37192 -0.6442 0.5685 0.6765
H 12.66409 -2.96092 21.57588 -0.1398 0.3257 -0.0485
H 14.64515 -1.47833 21.73264 0.2867 -0.2023 0.1905
H 14.49121 -1.00063 20.09926 -0.2060 -0.0252 -0.2379
H 15.03557 -3.83635 21.15716 -0.3375 0.6885 -0.6232
H 16.03080 -2.82712 20.18349 0.4783 0.0907 -0.3284
H 14.09285 -4.77623 19.26827 -0.2390 0.3609 0.1208
H 15.18163 -3.86041 18.29803 -0.3113 0.2347 0.1451
H 12.72640 -3.57535 17.71324 -0.1936 -0.0242 0.0879
H 13.54634 -2.06077 17.86374 -0.1111 -0.5254 0.8608
H 11.49065 -3.40004 19.74010 0.4392 0.0667 -0.0874
H 11.41953 -1.83918 19.09668 0.6440 0.0344 0.3172
H 11.93928 1.63323 21.76355 0.6546 -0.4591 -0.2881
H 12.06105 1.81898 19.51828 -0.6341 0.2320 0.2484
H 12.72897 0.28444 19.27011 0.3435 0.0547 0.0998
H 13.88114 2.71303 18.71365 0.0283 0.1875 -0.0204
H 14.83370 1.26510 18.85375 -0.3449 0.2283 0.4807
H 14.49347 3.43248 20.97694 -0.3062 0.4568 0.2710
H 15.96061 2.85440 20.17684 -0.5088 0.0183 0.3076
H 15.88123 1.87089 22.49010 -0.3576 -0.1828 -0.6346
H 15.72476 0.66080 21.18111 -0.1096 0.1864 0.3200
H 13.60238 1.58331 23.20593 0.2442 0.1440 -0.3902
H 14.12487 -0.00236 22.85576 -0.1022 0.5416 -0.6061
H 9.41216 1.81477 25.04505 -0.0419 -0.0489 0.4703
H 8.10211 3.96408 25.39602 -0.0703 -0.3643 -0.5611
H 6.64639 4.77562 23.54709 -0.1366 0.1187 0.1228
H 6.49186 3.54142 21.46830 -0.4997 0.2941 -0.5520
H 5.78461 2.12421 19.14845 -0.1611 -0.1357 -0.1998
H 7.52612 -0.20914 18.15671 -0.6903 0.0501 0.0515
H 7.10284 1.23245 17.29094 -0.0179 0.3955 0.1613
H 5.93183 -0.53304 16.16203 -0.3343 0.2434 0.6039
H 4.71147 0.47194 17.04190 0.1872 -0.1678 -0.1309
H 5.85043 -2.22583 17.96115 0.3745 -0.1639 -0.4416
H 4.16201 -1.90892 17.56530 0.7749 0.4984 0.2658
H 5.57932 -1.84656 20.02997 -0.5952 0.7277 -0.1923
H 3.88134 -1.29194 19.76732 -0.0011 -0.2947 0.1124
H 5.47247 0.97091 22.16305 -0.1945 -0.4796 -0.1732
H 4.50748 -0.61568 21.91217 0.3746 -0.1318 0.3723
H 8.88985 2.63269 18.52402 -0.1932 0.2175 0.7636
H 6.38681 3.87098 19.47941 -0.1813 0.0406 0.0061
H 7.10876 3.79450 17.89886 -0.1713 -0.4157 -0.3623
H 7.54494 5.89184 19.99186 0.0655 -0.1798 0.5076
H 7.05487 6.06077 18.37998 0.0429 0.0022 -0.3679
H 9.46332 6.74671 18.75654 -0.0837 -0.0969 -0.0419
H 9.30826 5.48295 17.57234 0.2040 -0.2411 -0.1524
H 10.75063 5.47810 20.17299 -0.4905 -0.1236 0.0842
H 10.96670 4.38391 18.88138 -0.6337 0.1964 -0.0028
H 9.09843 4.11404 21.21952 -0.3383 -0.0575 -0.2398
H 10.21302 2.98400 20.63382 0.3008 -0.4817 -0.1703
F 8.18526 -1.11976 20.02446 0.5234 -1.6355 0.3811
S 5.61267 -4.28116 23.90338 -0.5078 -0.6611 0.9255
C 6.24955 -3.34118 22.78718 1.1974 1.3559 -2.0697
N 6.77579 -2.69014 21.93901 -1.0451 -1.1185 1.5867
N 4.01368 0.89706 20.59869 -2.1084 2.3991 -1.4316
C 5.19914 0.29441 19.98944 -1.0869 -1.9797 2.3561
H 4.07656 1.93090 20.68084 0.0420 -0.8689 -0.4708
N 9.30472 -3.98075 23.30098 -0.1607 0.0607 0.5605
H 9.95405 -4.67468 22.95559 0.0283 -0.1235 0.0281
H 8.36553 -4.40466 23.40536 0.6944 0.2136 0.2109
H 9.64129 -3.59628 24.20248 -0.3969 -0.4547 -0.7600
F 7.92710 -7.82544 16.73194 -0.0393 -0.4101 -0.5035
C 8.30121 -6.86678 17.57516 -0.2173 0.5544 0.8605
C 9.62653 -6.78266 18.00858 -0.5527 0.3460 0.4923
F 10.48471 -7.69886 17.58894 0.6462 -0.5259 -0.5230
C 10.04602 -5.84367 18.93765 -0.3064 0.8513 0.2581
F 11.36927 -5.77759 19.29603 -1.0048 -0.2410 -0.2942
C 9.12600 -4.91288 19.51351 -0.0288 0.1770 0.1004
O 9.51334 -3.98186 20.35433 -0.0464 -0.4028 0.2125
C 7.78195 -5.10024 19.10660 -0.6931 0.1220 0.3569
F 6.78205 -4.38796 19.70070 0.9689 -0.1551 -0.4686
C 7.35463 -6.02511 18.15529 0.8043 0.6640 0.2372
F 6.05669 -6.00457 17.80918 0.4617 -0.4930 -0.0591
```
Positions in Å, forces in eV/Å.

Values from the calculation:
- E_LUMO: 2.13 eV
- 2S+1: 1
- Relative energy (zero: lowest compared OMol25 entry of this formula, charge and spin): 147.94 kJ/mol
- Net charge: -1
- E_tot: -112910.1365 eV

***

Molecular formula: C37H33ClMoNO3STe
Method: DFT, ωB97M-V/def2-TZVPD

```
78
Properties=species:S:1:pos:R:3:forces:R:3
Mo -1.41216 -0.24280 0.50833 -0.3244 -0.0057 -0.4349
O -0.83518 -0.07068 4.37306 -0.2128 -0.4113 -0.6512
C -0.85345 -0.63223 3.29624 0.4651 0.9909 2.9079
O -0.53306 0.07234 2.22239 0.0176 -0.7891 -1.1245
C -1.14301 -2.11252 3.29438 -0.2129 -0.1101 -0.3746
C -1.15825 -2.73536 4.53915 0.5124 0.4182 0.2338
C -1.38628 -4.09764 4.68887 -0.5746 0.2345 -0.5077
C -1.75927 -4.86210 3.58612 0.5709 0.4701 -0.1561
C -1.74614 -4.26850 2.33446 -0.2038 -0.1227 -0.2428
C -1.44529 -2.91322 2.19717 0.1526 -0.2113 -0.5160
S -1.58735 -2.44576 0.49069 -0.1876 0.3152 -0.2569
H -0.93848 -2.07080 5.37447 -0.0636 -0.4284 -0.0216
H -1.34947 -4.53765 5.66221 0.0209 -0.1705 0.4219
H -1.99563 -5.90542 3.65835 -0.0484 -0.3055 0.1908
H -1.97491 -4.83039 1.42697 0.0008 -0.0252 0.3897
C 6.71568 -2.63088 -0.79365 -0.1695 -0.3851 0.1113
C 5.38631 -1.92580 -0.66242 -0.7496 -0.0891 0.8430
C 5.15547 -0.72534 -1.31149 0.6657 -0.0705 -0.0517
C 3.97474 -0.00743 -1.24210 -0.5902 -0.3514 0.5175
C 3.89143 1.31087 -1.93748 0.7404 0.4038 -0.3283
C 2.95129 -0.56332 -0.45092 0.2567 0.2809 0.2708
Te 1.18665 0.63298 -0.48490 -0.0781 0.4394 -0.4572
N -2.04572 0.28590 -1.00359 0.6598 0.4916 -0.6981
C -2.18815 1.35980 -2.04266 0.4130 -1.0900 0.1844
O -2.51392 2.43650 -1.65789 -0.4266 0.5516 0.4914
C -1.78507 1.00350 -3.41104 -0.1095 -0.1971 0.8893
C -1.73731 2.05539 -4.31211 -0.0509 0.5234 -0.1226
C -1.21908 1.85198 -5.56878 0.3795 -1.0706 -0.3058
C -0.78924 0.57342 -5.93674 -0.4004 0.0637 0.4819
C -0.92220 -0.47204 -5.03647 0.7175 -1.2590 -0.9559
C -1.37124 -0.27966 -3.76761 -0.4168 0.8663 0.2543
C 1.71187 2.19923 0.84413 -0.3810 0.3175 -0.0127
C 2.23258 1.85917 2.08365 -0.3323 -0.3238 0.0211
C 2.56094 2.82965 2.99563 0.8192 0.4315 0.1819
C 2.40955 4.17169 2.64311 -0.8182 -0.3565 0.2337
C 1.77285 4.52617 1.46070 0.6880 -0.8868 -0.1384
C 1.45296 3.53822 0.50589 0.0656 -0.0229 0.4734
C 0.90107 3.97115 -0.80616 -0.5277 -0.4140 -1.0925
C 3.14396 -1.73663 0.29297 -0.8401 0.0245 -0.0717
C 2.08135 -2.26486 1.22612 0.0381 -0.2693 0.1434
C 4.33388 -2.41315 0.16038 1.2685 0.2426 -1.0192
H 7.19520 -2.38901 -1.73509 0.0636 0.2286 -0.1246
H 6.56002 -3.71266 -0.81615 0.0442 0.0610 0.1893
H 7.43494 -2.40610 0.01433 -0.5106 0.0217 -0.2236
H 5.97295 -0.30282 -1.87479 0.0709 0.1029 -0.2241
H 4.80121 1.48657 -2.51640 0.0385 -0.0818 0.1855
H 3.80057 2.16170 -1.26153 -0.1049 -0.0610 0.2004
H 3.11031 1.37676 -2.66975 -0.7132 -0.0822 -0.2924
H -2.08943 3.03864 -4.01437 0.0927 -0.1547 0.0205
H -1.12436 2.63903 -6.27135 -0.0450 0.7348 -0.4426
H -0.37681 0.32668 -6.89889 0.0317 0.3526 -0.3094
H -0.63413 -1.48828 -5.33907 -0.0600 0.5354 0.0693
H -1.41282 -1.10107 -3.09470 -0.1000 -0.4585 0.5741
H 2.30950 0.82743 2.36499 0.2163 -0.3958 0.0382
H 3.01817 2.54279 3.94740 -0.3021 0.1835 -0.3140
H 2.66167 4.93006 3.36075 0.1777 0.2561 0.1038
H 1.61479 5.57336 1.25516 -0.1402 0.0592 -0.2070
H 0.38058 4.90965 -0.70364 -0.2147 0.3338 0.0833
H 0.17637 3.26329 -1.28670 0.6310 0.4609 0.5050
H 1.70092 4.15563 -1.53601 -0.0686 -0.1561 0.1226
H 2.04538 -1.64272 2.12268 -0.2411 0.1180 -0.0036
H 2.27685 -3.27980 1.58263 0.2850 0.1100 -0.1808
H 1.09488 -2.31306 0.76107 0.1593 0.2454 0.0274
H 4.46499 -3.35930 0.64699 0.0352 -0.2853 0.3670
Cl -7.73817 0.24915 -2.08760 0.2415 0.0004 0.4425
C -6.55319 0.27821 -0.87347 -0.0121 0.7139 -0.1368
C -6.03609 -0.94000 -0.37156 0.3523 0.1385 0.3513
C -5.00457 -0.90041 0.51943 -0.2176 0.2334 0.2918
C -4.38063 0.33014 0.90111 -0.0376 0.5939 -0.7753
C -3.17096 0.40145 1.67124 -0.3765 0.4087 -0.4722
C -4.94706 1.55325 0.40944 -1.3520 -0.3039 -0.5491
C -6.07247 1.55505 -0.40013 1.0478 -1.5800 0.4203
H -6.43048 -1.90569 -0.65196 -0.2677 0.1498 -0.2183
H -4.68437 -1.81802 0.98046 0.2973 -0.2370 -0.0048
H -3.16033 -0.33182 2.45810 0.2524 -0.2163 0.6325
H -2.86961 1.42855 1.93156 -0.1278 -0.4416 0.3193
H -4.53762 2.48260 0.75419 0.1923 0.3156 -0.0057
H -6.56890 2.44701 -0.71781 -0.0714 0.3963 -0.1611
```
Positions in Å, forces in eV/Å.

Values from the calculation:
- E_LUMO (alpha / beta): -8.08 / -9.21 eV
- 2S+1: 2
- Relative energy (zero: lowest compared OMol25 entry of this formula, charge and spin): 0.00 kJ/mol
- Net charge: +2
- E_tot: -79027.2600 eV

***

Largest force on an atom values (in hartree/bohr) by entry order: 0.068, 0.060.